[1]
Below is 2 unconnected molecules or ions with the total composition C2H4N2O at a distorted geometry, with properties calculated with the ωB97M-V functional and the def2-TZVPD basis.

CARTESIAN COORDINATES (ANGSTROEM)
C1 -1.9651 0.4898 -0.1833
C2 1.2190 -0.4246 0.7386
N1 0.7494 1.3551 -0.7438
N2 1.0698 0.3281 -0.1666
O1 -2.1231 -0.5810 -0.7195
H1 -1.4770 1.4788 -0.6332
H2 1.8378 -1.2015 1.1223
H3 -2.3491 0.5662 0.8527
H4 0.1242 1.2670 -1.6525

Computed properties:
**Total energy**: -7161.8126 eV
**LUMO level**: 0.7 eV
**2S+1**: 1
**Largest force on an atom**: 3.71 eV/Å
**Gap between HOMO and LUMO**: 9.6 eV
**E_HOMO**: -8.9 eV

[2]
Below is a molecular structure, C28H24F18LiN3O2P, with properties calculated with the ωB97M-V functional and the def2-TZVPD basis.

CARTESIAN COORDINATES (ANGSTROEM)
Li1 0.8519 -1.4714 0.1631
F1 4.4435 -2.5019 0.1748
C1 3.7578 -2.9556 -0.8765
F2 2.8499 -3.8248 -0.4003
F3 4.6171 -3.6584 -1.6386
C2 3.0348 -1.7783 -1.6263
O1 2.3442 -1.0626 -0.7597
C3 2.1040 -2.3678 -2.7362
F4 1.1032 -3.0565 -2.1783
F5 1.5672 -1.3843 -3.4573
F6 2.7300 -3.2025 -3.5912
C4 4.1254 -0.8810 -2.3041
F7 4.7729 -1.4560 -3.3281
F8 5.0585 -0.5074 -1.4138
F9 3.5670 0.2471 -2.7654
F10 -1.1107 -2.6409 3.4104
C5 0.2263 -2.6909 3.3530
F11 0.5497 -3.4781 2.3269
F12 0.6480 -3.2959 4.4775
C6 0.8430 -1.2601 3.1444
O2 0.7928 -0.8936 1.8744
C7 2.3239 -1.2989 3.6686
F13 2.9574 -2.3693 3.1898
F14 3.0082 -0.2220 3.2517
F15 2.4311 -1.3236 5.0083
C8 0.0246 -0.2506 4.0181
F16 -0.1878 -0.6543 5.2765
F17 -1.1543 0.0204 3.4666
F18 0.6768 0.9441 4.0982
C9 -0.1168 4.0582 0.5836
N1 0.2238 2.7195 1.2081
C10 1.6684 2.7635 1.7151
N2 2.5607 3.1224 0.6691
C11 2.1702 4.3984 0.0889
N3 0.8064 4.4059 -0.4461
C12 0.6959 3.5004 -1.6168
P1 1.1064 1.7085 -1.2757
C13 0.0324 1.5877 0.2329
C14 2.6738 2.0483 -0.3424
H1 -0.0885 4.7908 1.3923
H2 -1.1290 3.9715 0.1897
H3 -0.3843 2.5488 2.0100
H4 1.8843 1.7769 2.1070
H5 1.6786 3.5083 2.5131
H6 2.8579 4.6408 -0.7200
H7 2.2441 5.1703 0.8592
H8 1.3707 3.8692 -2.3916
H9 -0.3163 3.5671 -2.0210
H10 0.2723 0.6821 0.7915
H11 -1.0232 1.5449 -0.0319
H12 3.4616 2.3077 -1.0517
H13 2.9689 1.1146 0.1403
C15 -5.6747 -1.6188 1.6510
C16 -4.7716 -2.6144 1.9980
C17 -3.5227 -2.6675 1.3933
C18 -3.1401 -1.7361 0.4270
C19 -4.0596 -0.7379 0.0889
C20 -5.3083 -0.6825 0.6898
C21 -1.7794 -1.7903 -0.1841
C22 -1.3170 -1.0701 -1.2039
C23 -1.9908 -0.3836 -2.2503
C24 -1.9898 1.0114 -2.5066
C25 -2.5466 1.5572 -3.6555
C26 -3.1499 0.7629 -4.6185
C27 -3.2063 -0.6113 -4.3730
C28 -2.6669 -1.1656 -3.2322
H14 -6.6478 -1.5696 2.1244
H15 -5.0400 -3.3528 2.7447
H16 -2.8178 -3.4420 1.6764
H17 -3.7827 -0.0106 -0.6634
H18 -6.0029 0.1006 0.4079
H19 -1.1289 -2.5174 0.3220
H20 -1.5490 1.6832 -1.7860
H21 -2.5073 2.6333 -3.7960
H22 -3.5616 1.1902 -5.5228
H23 -3.6928 -1.2635 -5.0908
H24 -2.7200 -2.2356 -3.0709

Computed properties:
**Total energy**: -96402.9637 eV
**Net charge**: -1
**LUMO level**: 1.8 eV
**2S+1**: 1
**Largest force on an atom**: 0.65 eV/Å
**Gap between HOMO and LUMO**: 5.0 eV
**E_HOMO**: -3.2 eV

[3]
Below is C24H39N5O6 in the gas phase, with properties calculated with the ωB97M-V functional and the def2-TZVPD basis.

CARTESIAN COORDINATES (ANGSTROEM)
C1 3.9523 -2.4462 2.9396
C2 2.4791 -2.5218 3.3221
C3 1.6253 -3.1069 2.1994
C4 0.1587 -3.2312 2.6087
C5 -0.7669 -3.6180 1.4497
N1 -1.3281 -2.4675 0.7474
C6 -2.5917 -2.1025 1.0732
O1 -3.1803 -2.5746 2.0247
C7 -3.2676 -1.0485 0.1990
H1 -2.5824 -0.6353 -0.5416
H2 -4.0829 -1.5517 -0.3234
C8 -3.8446 0.0523 1.1017
C9 -2.6956 0.8895 1.5880
O2 -1.7502 0.4798 2.2093
O3 -2.8091 2.1629 1.1748
C10 -1.6861 3.0164 1.3823
H3 -2.0670 4.0261 1.5485
C11 -0.7426 2.9658 0.1749
O4 0.4096 2.5775 0.3199
N2 -1.2307 3.3565 -1.0068
C12 -2.6022 3.7081 -1.3037
H4 -3.1761 3.8393 -0.3896
C13 -3.2387 2.6191 -2.1718
C14 -2.4206 2.4089 -3.4439
C15 -0.9681 2.1101 -3.0826
C16 -0.4176 3.2318 -2.2042
H5 0.6112 3.0341 -1.9044
H6 -0.4529 4.1830 -2.7445
H7 -0.3572 2.0106 -3.9794
H8 -0.9133 1.1666 -2.5353
H9 -2.8392 1.5863 -4.0248
H10 -2.4643 3.3108 -4.0588
H11 -4.2610 2.9079 -2.4181
H12 -3.2769 1.6892 -1.6013
H13 -2.5940 4.6562 -1.8540
H14 -1.1227 2.6789 2.2582
H15 -4.5631 0.6786 0.5745
H16 -4.3239 -0.4364 1.9531
C17 -0.6510 -2.0133 -0.4191
C18 0.2596 -0.9753 -0.3547
N3 0.5358 -0.3511 0.8099
H17 0.9084 0.5878 0.7908
H18 -0.1214 -0.5244 1.5601
N4 0.9530 -0.5945 -1.4817
C19 0.7404 -1.1861 -2.7178
O5 1.3243 -0.8296 -3.7172
N5 -0.1980 -2.1761 -2.7349
C20 -0.9296 -2.6862 -1.6544
O6 -1.7224 -3.5892 -1.8309
H19 -0.3575 -2.6188 -3.6326
C21 2.0357 0.3781 -1.3986
C22 3.2783 -0.2186 -0.7350
C23 4.3175 0.8538 -0.4081
C24 3.9243 1.7048 0.7951
H20 2.9981 2.2453 0.6195
H21 3.7951 1.0781 1.6750
H22 4.7029 2.4334 1.0083
H23 4.4650 1.4921 -1.2815
H24 5.2692 0.3627 -0.1948
H25 3.7110 -0.9601 -1.4099
H26 2.9918 -0.7289 0.1862
H27 2.2662 0.6635 -2.4269
H28 1.6916 1.2599 -0.8587
H29 -0.2394 -4.2397 0.7233
H30 -1.6199 -4.1775 1.8408
H31 -0.1955 -2.2925 3.0386
H32 0.0763 -3.9913 3.3875
H33 2.0061 -4.0961 1.9336
H34 1.7130 -2.4725 1.3178
H35 2.3694 -3.1385 4.2169
H36 2.1144 -1.5209 3.5636
H37 4.0903 -1.8215 2.0596
H38 4.3400 -3.4377 2.7160
H39 4.5385 -2.0251 3.7532

Computed properties:
**Total energy**: -45260.5096 eV
**LUMO level**: 0.5 eV
**2S+1**: 1
**Largest force on an atom**: 0.74 eV/Å
**Gap between HOMO and LUMO**: 8.9 eV
**E_HOMO**: -8.4 eV
**Structure (SMILES)**: CCCCCN(C(=O)CCC(=O)OCC(=O)N1CCCCC1)c1c(N)n(CCCC)c(=O)[nH]c1=O